a:
{"formula": "C7H11NO2S", "method": "wB97M-V/def2-TZVPD", "molar_mass_g_mol": 173.2, "homo_energy_ev": -8.21, "homo_lumo_gap_ev": 8.652, "elements": ["C", "C", "C", "C", "H", "C", "H", "H", "H", "S", "H", "C", "H", "N", "H", "H", "O", "C", "H", "H", "O", "H"], "positions_angstrom": [[1.2216, -1.2965, 1.0602], [0.6540, 2.0479, -0.1299], [1.8125, -0.0905, -0.9138], [-1.3148, 0.4876, 0.0017], [1.3102, -0.4693, 1.7629], [1.7225, 1.3725, -0.5616], [1.9800, -0.2178, -2.0543], [-4.0003, -1.1263, 1.5651], [-1.3209, 2.4601, 0.6555], [-3.1155, 0.3698, 0.2075], [-0.8611, -1.9819, -0.3475], [-0.7284, 1.6431, 0.2610], [0.8412, 3.1383, 0.1646], [0.9849, -1.0575, -0.3252], [2.2869, -1.7853, 1.1577], [-0.3310, -1.0936, -1.7891], [-3.6264, 0.0426, -1.1257], [-0.3641, -1.1064, -0.7465], [2.6325, 1.8272, -0.9418], [0.4479, -1.9212, 1.5229], [-3.0687, -0.9764, 1.2165], [2.8372, -0.2665, -0.6401]]}

***

b:
{"formula": "C7H11NO2S", "method": "wB97M-V/def2-TZVPD", "molar_mass_g_mol": 173.2, "homo_energy_ev": [-8.51, -6.57], "homo_lumo_gap_ev": [8.876, 4.964], "elements": ["H", "H", "H", "S", "C", "H", "H", "H", "C", "C", "C", "H", "H", "O", "H", "N", "C", "O", "C", "H", "H", "C"], "positions_angstrom": [[-0.6152, 0.7375, -3.1169], [-2.0538, -1.8152, 2.1010], [2.7753, -0.7136, 1.7133], [0.2315, 2.7671, 0.8693], [2.4862, -0.6265, 0.6716], [2.8116, 1.5715, 0.4566], [0.1547, 0.6244, 1.8651], [-3.3831, -1.6779, 0.1034], [-2.6329, -1.0640, -0.3300], [-0.9885, -0.0367, -1.3860], [-1.5254, -0.9348, 0.4974], [0.4088, 2.5975, -0.4202], [3.2710, -1.1513, 0.0673], [-0.1808, 0.5976, -2.2757], [1.5988, -1.1658, 0.5759], [-0.5175, -0.3623, -0.1626], [-2.3262, -0.4079, -1.4819], [-1.2427, -1.5977, 1.7036], [1.9376, 0.7705, 0.3688], [1.8444, 1.0252, -0.7102], [-2.9179, -0.4022, -2.3882], [0.8641, 1.2645, 1.2783]]}

***

Stability order, top to bottom: a, b

***

a:
{"formula": "C2H5N3S2", "method": "wB97M-V/def2-TZVPD", "smiles": "C1=NN=CSS1.N", "molar_mass_g_mol": 135.2, "homo_energy_ev": -8.54, "homo_lumo_gap_ev": 8.376, "elements": ["S", "H", "C", "N", "C", "H", "H", "N", "H", "H", "N", "S"], "positions_angstrom": [[2.4859, -0.3433, -1.3141], [-1.5396, 1.4036, 2.3715], [1.6062, -0.1045, 0.2629], [-0.1722, -1.3444, -0.2098], [-0.2618, -1.2224, -1.4694], [-1.0454, -1.8238, -1.9677], [-2.0991, 0.6967, 1.0565], [-1.2933, 1.2016, 1.3774], [2.2753, 0.3048, 1.0339], [-1.3073, 1.9929, 0.7793], [0.5309, -0.5966, 0.5634], [0.8204, -0.1645, -2.4838]]}

***

b:
{"formula": "C2H5N3S2", "method": "wB97M-V/def2-TZVPD", "molar_mass_g_mol": 135.2, "homo_energy_ev": [-8.00, -8.01], "homo_lumo_gap_ev": [7.795, 7.797], "elements": ["H", "N", "S", "H", "H", "N", "N", "S", "C", "C", "H", "H"], "positions_angstrom": [[-0.9665, 1.5497, -1.2848], [0.1316, 0.4198, 0.8608], [0.3655, -0.7240, -0.3323], [0.1738, -3.4855, -0.4683], [0.6580, 1.6304, -1.4120], [-0.0963, 1.6188, 0.5163], [0.1220, -3.1868, 0.4629], [-0.1389, 2.8497, 1.6191], [-0.1329, 2.0500, -0.8565], [0.0198, -1.9238, 0.8272], [-0.1785, -3.8145, 1.1967], [0.0423, 3.0163, -1.1290]]}

***

Stability order, top to bottom: a, b

***

a:
{"formula": "C2H5N3S2", "method": "wB97M-V/def2-TZVPD", "molar_mass_g_mol": 135.2, "homo_energy_ev": [-7.80, -8.64], "homo_lumo_gap_ev": [5.886, 7.766], "elements": ["H", "S", "H", "C", "S", "H", "N", "N", "H", "C", "H", "N"], "positions_angstrom": [[1.8355, -0.6969, -2.2304], [1.9314, 1.2233, -3.6744], [-0.1384, -0.4120, 1.8797], [1.5164, 0.3841, -2.1050], [1.4716, -0.3839, 0.7028], [2.2898, 0.7122, -1.2793], [0.2043, -0.0324, -0.2991], [-1.1767, -0.4347, 1.4685], [-1.8035, 0.1763, -0.4472], [-1.0020, -0.2319, 0.1859], [-2.0537, -0.1232, 1.8593], [0.2044, 0.4070, -1.5654]]}

***

b:
{"formula": "C2H5N3S2", "method": "wB97M-V/def2-TZVPD", "smiles": "[H]/N=N/NCC(=S)S", "molar_mass_g_mol": 135.2, "homo_energy_ev": -8.76, "homo_lumo_gap_ev": 8.631, "elements": ["N", "S", "H", "H", "H", "H", "S", "N", "H", "C", "N", "C"], "positions_angstrom": [[1.3077, 0.8103, 1.0989], [-1.6515, -0.4863, 1.3760], [-0.2661, 0.4193, -1.8996], [1.3072, -1.3087, -1.1309], [-0.0260, 1.2501, -0.3525], [-0.2888, -0.3437, 1.6014], [-2.9905, -0.5291, -1.1331], [1.7077, -0.1610, 0.3799], [1.9505, 0.9932, 1.7846], [-1.6225, -0.2362, -0.3465], [0.8423, -0.6032, -0.5175], [-0.2702, 0.1953, -0.8607]]}

***

Stability order, top to bottom: b, a